No. 1
58
Properties=species:S:1:pos:R:3 method="wB97M-V/def2-TZVPD" e_above_lowest_ev=0.340 total_charge=+1 homo_lumo_gap_ha=0.2874
N -1.13 1.42 -0.96
N -1.73 1.11 0.27
C -0.98 0.48 1.18
C -1.47 0.14 2.39
C -2.78 0.44 2.64
S -3.42 0.02 4.26
O -4.06 1.18 4.73
O -2.35 -0.50 5.02
F -4.49 -1.07 4.02
C -3.56 1.08 1.71
C -3.00 1.42 0.52
C -3.86 2.09 -0.53
O -4.03 1.16 -1.59
O -5.38 1.11 -1.99
H -0.12 1.32 -0.88
H -1.36 2.39 -1.14
H 0.05 0.25 0.94
H -0.87 -0.35 3.14
H -4.60 1.32 1.91
H -4.81 2.42 -0.10
H -3.38 3.00 -0.94
H -5.52 1.94 -2.47
C 4.06 1.65 2.98
C 2.83 0.93 2.50
O 1.72 1.46 2.51
N 2.98 -0.34 2.03
C 4.20 -1.12 1.94
H 3.78 2.64 3.32
H 4.50 1.11 3.82
H 4.79 1.74 2.17
H 2.12 -0.77 1.72
H 4.37 -1.40 0.90
H 4.09 -2.03 2.54
H 5.06 -0.56 2.30
C -0.40 1.15 -4.29
C 0.59 2.27 -4.11
O 0.94 2.62 -2.98
N 1.08 2.88 -5.21
C 0.78 2.59 -6.60
H -0.67 0.78 -3.31
H -1.29 1.50 -4.80
H 0.04 0.32 -4.85
H 1.73 3.62 -5.00
H 1.71 2.32 -7.12
H 0.37 3.49 -7.07
H 0.07 1.78 -6.70
C -0.41 -4.39 0.94
C 0.61 -3.32 0.66
O 0.28 -2.18 0.33
N 1.92 -3.64 0.78
C 2.50 -4.92 1.15
H -1.40 -3.98 0.80
H -0.28 -5.22 0.25
H -0.31 -4.74 1.96
H 2.55 -2.88 0.57
H 3.11 -4.79 2.04
H 3.14 -5.27 0.34
H 1.73 -5.66 1.34

***

No. 2
51
Properties=species:S:1:pos:R:3 method="wB97M-V/def2-TZVPD" total_charge=-1 homo_lumo_gap_ha=0.1790
C -5.53 -2.24 0.65
C -5.22 -1.01 1.02
C -4.10 -0.19 0.41
C -3.26 0.37 1.50
C -3.39 1.49 2.22
N -4.33 2.53 2.18
C -4.59 3.18 0.89
C -3.34 3.33 0.03
C -2.27 1.51 3.22
O -2.03 2.31 4.06
O -1.51 0.37 3.04
C -2.05 -0.35 1.99
O -1.57 -1.34 1.57
H -6.11 -2.88 1.30
H -5.19 -2.62 -0.30
H -5.76 -0.54 1.84
H -3.49 -0.85 -0.21
H -4.49 0.62 -0.21
H -5.19 2.26 2.65
H -5.39 2.68 0.32
H -4.96 4.18 1.12
H -3.60 3.91 -0.85
H -2.94 2.38 -0.32
H -2.56 3.86 0.57
C 0.55 0.67 -0.98
Si 2.24 -0.07 -0.52
C 1.90 -1.26 0.92
C 3.27 1.37 0.18
N 2.91 -0.80 -1.87
Si 4.36 -1.60 -2.02
C 4.53 -3.15 -0.93
C 5.90 -0.53 -1.66
C 4.56 -2.20 -3.81
H 0.07 1.16 -0.12
H 0.66 1.41 -1.77
H -0.12 -0.12 -1.34
H 1.26 -0.79 1.67
H 2.83 -1.56 1.42
H 1.40 -2.16 0.57
H 3.57 2.04 -0.62
H 4.16 1.00 0.69
H 2.69 1.95 0.91
H 4.66 -2.88 0.12
H 5.40 -3.75 -1.23
H 3.64 -3.77 -1.02
H 5.82 0.42 -2.19
H 6.82 -1.03 -1.99
H 6.00 -0.33 -0.60
H 4.54 -1.35 -4.50
H 3.74 -2.88 -4.07
H 5.51 -2.74 -3.96

***

No. 3
60
Properties=species:S:1:pos:R:3 method="wB97M-V/def2-TZVPD" total_charge=-1 homo_lumo_gap_ha=0.2226
C 5.54 -2.21 -3.12
C 6.26 -1.10 -3.86
O 7.39 -0.63 -3.10
C 5.33 0.09 -4.21
O 3.99 -0.14 -3.86
Al 2.92 1.10 -3.33
P 2.65 2.66 -5.18
O 3.00 2.14 -6.55
C 3.63 2.09 -1.70
Br 4.52 0.77 -0.53
C 2.57 2.79 -0.86
C 3.04 3.50 0.39
Br 1.75 4.13 -2.07
P 0.87 -0.04 -2.90
C 1.48 -1.19 -1.58
O 0.03 1.12 -1.95
H 4.71 -2.59 -3.73
H 6.23 -3.03 -2.91
H 5.11 -1.83 -2.20
H 6.68 -1.51 -4.79
H 7.32 -0.99 -2.21
H 5.40 0.32 -5.28
H 5.75 0.95 -3.67
H 1.34 3.23 -5.11
H 3.30 3.90 -4.89
H 4.42 2.81 -1.92
H 1.75 2.10 -0.65
H 3.93 4.10 0.18
H 3.30 2.77 1.16
H 2.26 4.16 0.78
H 2.35 -1.71 -2.01
H 1.81 -0.67 -0.68
H 0.73 -1.94 -1.30
H -0.90 0.88 -1.96
C -3.73 0.39 2.13
C -2.23 0.48 2.23
C -1.50 0.74 0.93
O -0.27 0.05 1.12
C -0.46 -0.94 2.02
O 0.31 -1.81 2.27
O -1.68 -0.79 2.62
H -4.19 0.40 3.11
H -4.13 1.23 1.56
H -4.02 -0.53 1.61
H -1.93 1.20 2.99
H -1.28 1.79 0.72
H -2.03 0.29 0.08
C -8.18 -3.35 5.50
C -7.02 -2.72 4.77
C -6.51 -1.42 5.38
O -6.06 -0.70 4.23
C -6.76 -1.13 3.16
O -6.80 -0.59 2.10
O -7.43 -2.27 3.47
H -8.38 -4.35 5.12
H -7.94 -3.43 6.56
H -9.07 -2.74 5.39
H -6.20 -3.42 4.62
H -5.67 -1.54 6.06
H -7.31 -0.86 5.86